# C27H64Cl2NO13P4S

A cluster of 4 separate species, C27H64Cl2NO13P4S in total (ωB97M-V/def2-TZVPD, the Open Molecules 2025 dataset).

Geometry (Å):
C  -2.33  -1.37  0.11
C  -2.11  -1.98  -1.26
S  -0.37  -2.16  -1.80
C  0.71  -1.95  -0.36
P  2.00  -3.26  -0.27
Cl  3.76  -2.24  -0.25
C  2.09  -4.29  -1.75
C  0.98  -5.38  -1.83
C  1.50  -6.73  -2.38
C  0.74  -7.85  -1.63
N  1.21  -8.09  -0.27
C  2.00  -4.23  1.28
C  0.65  -4.66  1.87
O  0.66  -5.18  2.95
Cl  -0.90  -4.47  1.02
H  -3.38  -1.55  0.36
H  -2.22  -0.29  0.12
H  -1.76  -1.83  0.92
H  -2.56  -1.30  -1.98
H  -2.63  -2.93  -1.40
H  1.22  -1.00  -0.47
H  0.21  -1.93  0.60
H  2.01  -3.66  -2.64
H  3.06  -4.78  -1.81
H  0.17  -4.99  -2.44
H  0.66  -5.60  -0.81
H  2.58  -6.83  -2.24
H  1.19  -6.80  -3.42
H  0.66  -8.76  -2.22
H  -0.28  -7.47  -1.53
H  0.79  -7.45  0.38
H  2.21  -7.98  -0.21
H  2.60  -5.14  1.20
H  2.49  -3.61  2.04
O  -5.50  -0.01  -2.66
P  -6.33  1.21  -2.87
O  -7.79  0.66  -3.33
C  -8.62  0.00  -2.37
C  -9.30  0.98  -1.44
O  -5.79  1.71  -4.34
C  -4.52  1.30  -4.83
C  -4.66  0.13  -5.79
O  -6.88  2.72  -2.54
C  -5.99  3.65  -1.86
C  -4.93  4.22  -2.79
H  -8.04  -0.74  -1.81
H  -9.38  -0.55  -2.94
H  -8.57  1.47  -0.79
H  -10.03  0.47  -0.81
H  -9.80  1.77  -2.00
H  -3.84  1.06  -4.01
H  -4.09  2.15  -5.36
H  -5.25  -0.68  -5.35
H  -3.68  -0.27  -6.07
H  -5.18  0.44  -6.70
H  -5.53  3.16  -1.00
H  -6.62  4.46  -1.49
H  -4.16  3.47  -3.00
H  -4.44  5.08  -2.33
H  -5.36  4.52  -3.74
O  -1.07  4.48  -1.96
P  0.16  4.89  -1.22
O  0.11  6.52  -1.18
C  -0.86  7.16  -0.35
C  -0.46  7.14  1.11
O  1.30  4.72  -2.40
C  1.06  3.89  -3.53
C  0.61  4.70  -4.72
O  1.32  4.78  -0.07
C  1.64  3.47  0.48
C  2.49  2.65  -0.47
H  -1.84  6.70  -0.49
H  -0.93  8.19  -0.70
H  -0.48  6.13  1.51
H  -1.13  7.76  1.71
H  0.56  7.52  1.24
H  0.34  3.10  -3.30
H  2.01  3.39  -3.77
H  -0.23  5.35  -4.47
H  0.31  4.05  -5.55
H  1.42  5.35  -5.07
H  0.72  2.95  0.73
H  2.19  3.65  1.40
H  1.90  2.27  -1.31
H  2.91  1.79  0.05
H  3.30  3.25  -0.89
O  3.83  -0.31  3.78
P  4.93  -0.62  4.74
O  5.84  -1.73  3.97
C  6.64  -1.32  2.86
C  7.90  -0.60  3.30
O  4.13  -1.61  5.79
C  2.71  -1.57  5.89
C  2.10  -2.68  5.07
O  6.06  -0.30  5.87
C  5.87  0.84  6.76
C  4.85  0.55  7.85
H  6.05  -0.70  2.18
H  6.92  -2.23  2.33
H  7.66  0.37  3.75
H  8.56  -0.42  2.45
H  8.44  -1.18  4.05
H  2.32  -0.60  5.60
H  2.46  -1.71  6.95
H  2.50  -2.67  4.06
H  1.02  -2.59  5.03
H  2.35  -3.66  5.49
H  5.58  1.71  6.18
H  6.84  1.04  7.21
H  3.83  0.56  7.46
H  4.91  1.32  8.63
H  5.02  -0.42  8.30

Computed properties:
Kohn-Sham gap: 0.30918 hartree
HOMO: -0.42911 hartree
lowest unoccupied orbital energy: -3.26 eV
total charge: +1
E_tot: -4783.9284 a.u.

Here are the Löwdin charges for atoms 1 to 8, given in e:
1 C -0.1553
2 C -0.4997
3 S 0.8612
4 C -0.6163
5 P 0.6251
6 Cl 0.4515
7 C -0.3219
8 C -0.2505